Formula: C9H19NO3
Source: OMol25
Level of theory: ωB97M-V with the def2-TZVPD basis set

For the molar mass, the calculation gives 189.3 g/mol. The calculation puts the HOMO energy at -9.26 eV. Its SMILES is CCOC(=O)CCC[C@H](CN)OC. The value obtained for the maximum force is 1.1 eV/Å.

Positions of all 32 atoms, in Å:
C: 5.6351 0.3757 -0.7357
C: 4.5580 -0.4859 -0.0919
O: 3.3562 0.2924 -0.0344
C: 2.2395 -0.3936 0.3128
O: 2.0598 -1.5645 0.0394
C: 1.2090 0.4336 1.0397
C: -0.0659 0.6286 0.1811
C: -1.3078 0.0416 0.8721
C: -2.4231 -0.3326 -0.0856
C: -3.3461 0.8406 -0.4882
N: -3.1677 2.0540 0.3334
O: -3.1641 -1.3778 0.5295
C: -3.9472 -2.1353 -0.3713
H: 5.1790 0.9719 -1.5218
H: 6.4306 -0.2365 -1.1466
H: 6.0359 1.0644 0.0046
H: 4.4005 -1.3938 -0.6673
H: 4.8527 -0.7704 0.9174
H: 1.6432 1.3984 1.2921
H: 0.9686 -0.0690 1.9735
H: 0.0557 0.1036 -0.7651
H: -0.1798 1.6966 0.0113
H: -1.6446 0.7186 1.6522
H: -0.9994 -0.8831 1.3596
H: -1.9587 -0.7211 -0.9985
H: -4.3791 0.5133 -0.3919
H: -3.1939 1.0600 -1.5497
H: -2.3872 2.5746 -0.0502
H: -3.9630 2.6556 0.1563
H: -4.0487 -1.6547 -1.3427
H: -3.5118 -3.1281 -0.4991
H: -4.9357 -2.2770 0.0649